No. 1
Molecular formula: C19H39B2F9N2O7P
Method: DFT, wB97M-V/def2-TZVPD

The geometry in XYZ format:
```
79
Properties=species:S:1:pos:R:3:mulliken_charge:R:1
F 2.90 1.67 7.47 -0.28
B -0.72 -2.62 -0.57 0.98
H 0.90 2.34 1.20 0.20
H 3.49 5.57 -2.88 0.40
H -4.73 -4.12 0.32 0.30
H 1.04 2.38 -1.41 0.23
F -0.92 2.69 6.89 -0.32
N -2.04 -3.20 0.00 -0.52
H 0.65 -9.03 -5.15 0.37
C 2.43 -7.77 -3.44 -1.13
C -4.45 -3.09 0.52 -1.39
C -0.86 3.30 4.63 0.98
H 2.47 -8.86 -3.33 0.38
O 0.69 1.77 -2.06 -0.58
C 2.02 -7.37 -4.85 0.39
H -0.35 -5.33 -0.78 -0.02
H 2.77 -7.74 -5.56 0.30
C -0.33 3.13 3.21 -0.88
H -0.75 1.70 1.02 0.10
H 3.41 -7.36 -3.20 0.30
H -1.34 3.35 -0.49 0.20
H -4.12 -2.97 1.56 0.33
C -0.16 -0.45 -1.02 0.53
H -0.10 -7.55 -4.54 0.30
H -3.32 -1.53 -0.41 -0.38
C -0.19 -0.68 0.50 0.33
H -2.60 0.56 -0.12 0.18
O -0.04 1.79 2.95 -0.27
O 0.65 -4.30 -2.72 -0.68
F 1.79 0.16 6.33 -0.23
H 0.27 7.37 -2.06 0.34
H 0.98 1.21 7.83 0.31
H 1.40 -5.59 -4.34 0.38
H -1.96 -3.13 1.01 0.17
C 0.76 0.17 1.32 -1.39
H 1.76 7.53 -1.14 0.36
H 1.72 0.23 0.80 0.32
F 1.94 2.38 4.90 -0.24
F 1.23 -0.69 -1.35 -0.46
H 0.57 3.75 3.10 0.34
F -0.61 4.57 5.04 -0.33
H 0.38 -7.65 -6.23 0.30
H 1.20 5.36 -0.12 0.28
H -3.61 1.78 -0.88 0.42
O 0.10 -2.06 0.57 -0.76
F -0.65 1.07 5.46 -0.23
H -1.09 3.51 2.51 0.45
C 0.20 1.57 1.56 0.26
C 0.66 -7.94 -5.22 -1.23
P 0.34 -4.18 -1.25 0.28
C -1.65 3.11 -1.52 -0.82
C -2.84 1.02 -1.07 -0.85
H 1.01 5.16 -2.92 0.29
H 1.81 7.54 -2.91 0.40
H 1.71 -7.37 -2.72 0.23
C -3.32 -2.63 -0.41 0.43
C 2.96 5.18 -2.02 -1.37
C 1.67 1.33 6.99 0.11
H -5.32 -2.43 0.39 0.38
H 1.55 -4.26 -0.50 -0.07
H 0.92 -0.35 2.27 0.31
C -0.31 2.34 5.72 0.55
O 0.80 5.02 -0.92 -0.39
C 1.32 7.10 -2.04 -1.46
N -1.69 1.66 -1.73 0.13
H -3.52 -2.97 -1.42 0.34
O -0.88 -1.50 -1.53 -0.60
H -0.91 3.54 -2.19 0.06
F -2.21 3.13 4.64 -0.32
H -3.29 0.28 -1.74 0.28
O 2.02 -5.96 -4.99 -0.53
B -0.41 1.03 -1.62 0.04
H -1.22 -0.58 0.88 0.23
C 1.49 5.59 -2.04 0.57
H -2.61 3.58 -1.73 0.48
H 3.05 4.09 -2.02 0.29
H 3.44 5.56 -1.11 0.36
C 1.21 2.44 6.02 0.58
F 1.44 3.63 6.63 -0.32
```

Output
M = 631.11 g/mol
charge = -1
gap between HOMO and LUMO = 0.2444 hartree
HOMO = -4.70 eV
lowest unoccupied orbital energy = 2.0 eV

No. 2
Molecular formula: C2H7N3O2
Method: DFT, wB97M-V/def2-TZVPD

The geometry in XYZ format:
```
14
Properties=species:S:1:pos:R:3:mulliken_charge:R:1
H 4.27 0.15 0.03 0.38
O -1.24 -0.10 0.49 -0.36
H -4.78 -0.84 -0.98 0.36
C 2.25 -0.44 0.24 0.18
N -4.42 0.21 -0.94 -0.25
H -2.88 0.08 1.49 0.32
H -5.06 0.87 -1.50 0.35
N -2.46 0.16 0.50 0.19
H 3.63 0.03 -1.40 0.34
O 1.16 -0.03 0.05 -0.25
H 3.30 1.29 -0.54 0.35
C -3.34 0.46 -0.35 0.39
H 2.65 -1.31 0.76 0.37
N 3.43 0.32 -0.48 -0.36
```

Output
M = 105.10 g/mol
charge = +2
gap between HOMO and LUMO (spin up / spin down) = 0.3373 / 0.3371 hartree
HOMO (spin up / spin down) = -17.93 / -17.93 eV
lowest unoccupied orbital energy (spin up / spin down) = -8.8 / -8.8 eV
relative energy (zero: lowest compared OMol25 entry of this formula, charge and spin) = 1.6434 eV

No. 3
Molecular formula: C4H5Br3NV
Method: DFT, wB97M-V/def2-TZVPD

The geometry in XYZ format:
```
14
Properties=species:S:1:pos:R:3:mulliken_charge:R:1
C -0.13 0.84 -0.75 -0.59
H 0.88 -0.94 -1.68 0.52
H -0.99 1.10 -1.36 0.66
C 0.82 -0.19 -0.94 -0.53
C 1.64 -0.25 0.19 -0.33
Br -1.65 -2.38 -2.10 -0.39
H 1.75 1.08 1.83 0.21
H -0.61 2.09 1.03 0.37
V -1.29 -1.01 -0.26 0.60
N 1.22 0.80 1.02 0.03
Br -0.72 -1.84 1.77 -0.35
H 2.37 -0.94 0.59 0.38
Br -3.39 0.20 0.18 -0.36
C 0.09 1.43 0.49 -0.23
```

Output
M = 357.75 g/mol
gap between HOMO and LUMO (spin up / spin down) = 0.2998 / 0.3418 hartree
HOMO (spin up / spin down) = -9.15 / -9.56 eV
2S+1 = 3
lowest unoccupied orbital energy (spin up / spin down) = -1.0 / -0.3 eV